{"formula": "C34H22F9N4O5RuS3", "method": "the ωB97M-V functional and the def2-TZVPD basis", "max_force_ev_per_a": 0.8, "total_charge": -1, "energy_ev": -111359.197, "homo_ev": [-3.18, -3.18], "species": ["Ru", "O", "C", "N", "C", "O", "C", "C", "C", "C", "C", "N", "C", "C", "C", "C", "C", "N", "H", "H", "H", "H", "H", "H", "H", "H", "F", "C", "F", "F", "C", "O", "C", "F", "F", "F", "C", "F", "F", "F", "O", "N", "C", "C", "C", "C", "C", "H", "H", "H", "H", "H", "O", "C", "C", "C", "C", "C", "S", "C", "C", "C", "C", "S", "C", "C", "C", "C", "S", "H", "H", "H", "H", "H", "H", "H", "H", "H"], "positions_angstrom": [[0.8580, -0.0565, 0.0365], [-3.2178, -0.5353, 0.7505], [-1.8764, -0.8105, 0.4691], [-1.1246, 0.2535, -0.0964], [-1.5555, 0.8602, -1.2278], [-2.6646, 0.8463, -1.7376], [-0.4307, 1.6142, -1.9098], [-0.7068, 2.5018, -2.9343], [0.3433, 3.1088, -3.5996], [1.6417, 2.7840, -3.2347], [1.8408, 1.8815, -2.2054], [0.8294, 1.3227, -1.5404], [-1.1540, -1.2486, 1.7484], [-1.8390, -1.6695, 2.8722], [-1.1026, -2.1464, 3.9452], [0.2837, -2.1594, 3.8685], [0.8933, -1.6648, 2.7315], [0.1911, -1.2143, 1.6881], [-1.7436, 2.6743, -3.1869], [0.1563, 3.8137, -4.3995], [2.4950, 3.2166, -3.7378], [2.8288, 1.5865, -1.8895], [-2.9243, -1.5941, 2.9054], [-1.6121, -2.4925, 4.8352], [0.8921, -2.5152, 4.6887], [1.9690, -1.5848, 2.6434], [4.9417, 1.0962, -1.3148], [4.9378, 1.3152, 0.0176], [4.2669, 2.4520, 0.2201], [6.2149, 1.5320, 0.3769], [4.2488, 0.1215, 0.7786], [2.9349, 0.1954, 0.7368], [4.7841, -1.2060, 0.1387], [6.1055, -1.2126, -0.1045], [4.5235, -2.2583, 0.9458], [4.1634, -1.4528, -1.0197], [4.7332, 0.1798, 2.2681], [3.9835, -0.6108, 3.0449], [4.6252, 1.4259, 2.7496], [6.0139, -0.2059, 2.4379], [1.0822, -1.3986, -1.5310], [0.9958, -2.6971, -1.3048], [1.6830, -3.2727, -0.3057], [1.6877, -4.6442, -0.1734], [0.9717, -5.4248, -1.0661], [0.2270, -4.7970, -2.0542], [0.2407, -3.4252, -2.1484], [2.2247, -2.5827, 0.3234], [2.2613, -5.0816, 0.6308], [0.9628, -6.5016, -0.9734], [-0.3908, -5.3580, -2.7404], [-0.3201, -2.8407, -2.8621], [-1.8649, -1.9123, -0.4509], [-3.1381, -2.5626, -0.3636], [-4.0282, -1.4277, 0.0953], [-5.3458, -1.3269, -0.0012], [-6.1681, -0.3168, 0.6752], [-6.2488, -0.1626, 2.0162], [-5.5050, -1.0618, 3.2907], [-3.4409, -3.1124, -1.7262], [-3.9958, -4.3140, -2.0461], [-4.1445, -4.4919, -3.4497], [-3.6894, -3.4195, -4.1538], [-3.0971, -2.1797, -3.1308], [-3.1115, -3.6524, 0.6897], [-4.0154, -3.9027, 1.6738], [-3.6093, -4.9678, 2.5286], [-2.4070, -5.4952, 2.1788], [-1.7525, -4.7072, 0.8044], [-5.8206, -2.0885, -0.6172], [-6.8219, 0.2849, 0.0505], [-6.9274, 0.6238, 2.3460], [-4.2858, -5.0358, -1.2962], [-4.5679, -5.3736, -3.9086], [-3.6802, -3.2919, -5.2244], [-4.8911, -3.2883, 1.8423], [-4.1870, -5.3021, 3.3780], [-1.8676, -6.2955, 2.6591]]}



{"formula": "C23H26N2OS", "method": "the ωB97M-V functional and the def2-TZVPD basis", "max_force_ev_per_a": 0.7, "relative_energy_kcal_mol": 0.00, "smiles": "Cc1ccc(OCCn2cc(C(=S)N3CCCC3)c3ccccc32)cc1C", "energy_ev": -40136.589, "homo_ev": -7.42, "species": ["C", "C", "C", "C", "C", "O", "C", "C", "N", "C", "C", "C", "S", "N", "C", "C", "C", "C", "C", "C", "C", "C", "C", "C", "C", "C", "C", "H", "H", "H", "H", "H", "H", "H", "H", "H", "H", "H", "H", "H", "H", "H", "H", "H", "H", "H", "H", "H", "H", "H", "H", "H", "H"], "positions_angstrom": [[-6.6986, -1.0796, 1.9349], [-5.5275, -0.8922, 1.0190], [-5.0264, -1.9578, 0.2911], [-3.9457, -1.8185, -0.5650], [-3.3444, -0.5767, -0.6983], [-2.2851, -0.2988, -1.5178], [-1.6198, -1.3608, -2.1561], [-0.3595, -0.7798, -2.8112], [0.6172, -0.4015, -1.8304], [1.5866, -1.2249, -1.3473], [2.3063, -0.6044, -0.3587], [3.4070, -1.2135, 0.3674], [3.2647, -2.7677, 0.9272], [4.5245, -0.5089, 0.5762], [4.9045, 0.6954, -0.1368], [6.4262, 0.5981, -0.2170], [6.7745, -0.0675, 1.1130], [5.6535, -1.0881, 1.2803], [1.7014, 0.6828, -0.1739], [1.8943, 1.7232, 0.7340], [1.0841, 2.8327, 0.6485], [0.0766, 2.9228, -0.3148], [-0.1633, 1.8941, -1.1993], [0.6458, 0.7678, -1.1144], [-3.8387, 0.5018, 0.0315], [-4.9178, 0.3610, 0.8839], [-5.4224, 1.5415, 1.6558], [-7.5244, -0.4317, 1.6420], [-6.4289, -0.8283, 2.9603], [-7.0433, -2.1102, 1.9117], [-5.4887, -2.9298, 0.3890], [-3.5930, -2.6771, -1.1146], [-2.2589, -1.8138, -2.9281], [-1.3329, -2.1334, -1.4296], [0.0777, -1.5302, -3.4747], [-0.6410, 0.0994, -3.3963], [1.7386, -2.2059, -1.7561], [4.4167, 0.7352, -1.1127], [4.6117, 1.5863, 0.4297], [6.8975, 1.5702, -0.3445], [6.7179, -0.0470, -1.0467], [7.7565, -0.5348, 1.1086], [6.7416, 0.6680, 1.9178], [5.3876, -1.2762, 2.3237], [5.9063, -2.0536, 0.8259], [2.6435, 1.6465, 1.5076], [1.2193, 3.6483, 1.3438], [-0.5373, 3.8108, -0.3516], [-0.9703, 1.9499, -1.9124], [-3.3484, 1.4566, -0.0830], [-6.4636, 1.7452, 1.4074], [-5.3699, 1.3486, 2.7267], [-4.8324, 2.4265, 1.4339]]}



{"formula": "C3H5NO2", "method": "the ωB97M-V functional and the def2-TZVPD basis", "max_force_ev_per_a": 0.9, "relative_energy_kcal_mol": 70.84, "energy_ev": -8774.623, "homo_ev": -9.16, "species": ["C", "N", "C", "O", "C", "O", "H", "H", "H", "H", "H"], "positions_angstrom": [[-1.1282, 1.3423, 0.1072], [0.2103, 0.9315, -0.2975], [0.6297, -0.3193, -0.2834], [-0.2205, -1.2385, 0.0917], [1.1316, -1.9603, 0.0932], [1.6782, -2.2565, 1.1191], [-1.5769, 0.5076, 0.6454], [-1.0487, 2.2027, 0.7748], [-1.7558, 1.5941, -0.7559], [0.8515, 1.6430, -0.6152], [1.2287, -2.4467, -0.8795]]}